[1]
A molecular structure, C39H66Cl2CoGe2N2O6S3Si. Source: the Open Molecules 2025 dataset; level of theory: ωB97M-V with the def2-TZVPD basis set.

Element x y z (Å)
Co1 1.31 0.25 0.05
O1 4.92 -1.71 -2.13
C1 5.84 -0.75 -1.87
C2 7.13 -0.93 -2.38
C3 8.11 0.01 -2.12
C4 7.81 1.15 -1.38
C5 6.54 1.33 -0.89
C6 5.53 0.39 -1.11
C7 4.17 0.55 -0.49
O2 3.25 -0.35 -0.72
N1 4.02 1.57 0.28
N2 2.81 1.54 0.99
C8 2.65 2.64 1.64
S1 3.65 4.04 1.33
C9 3.01 5.00 2.73
C10 1.59 4.54 3.03
S2 1.57 2.74 2.98
H1 4.10 -1.43 -1.66
H2 7.33 -1.83 -2.95
H3 9.11 -0.16 -2.50
H4 8.59 1.88 -1.17
H5 6.28 2.21 -0.31
H6 3.04 6.05 2.45
H7 3.66 4.83 3.59
H8 0.89 4.89 2.28
H9 1.25 4.86 4.01
C11 -3.25 -1.47 -2.32
C12 -2.14 -0.62 -1.68
Ge1 -0.67 -1.70 -0.91
C13 -1.17 -2.23 0.94
C14 -2.22 -3.35 0.95
C15 -0.91 -3.39 -1.90
C16 0.21 -3.81 -2.48
Ge2 1.59 -2.50 -1.99
C17 2.72 -3.43 -0.65
C18 3.70 -4.48 -1.19
C19 2.20 -1.55 -3.59
C20 3.04 -2.35 -4.59
C21 0.38 -5.05 -3.31
C22 1.63 -5.40 -3.81
C23 1.81 -6.54 -4.59
C24 0.73 -7.36 -4.88
C25 -0.52 -7.03 -4.38
C26 -0.70 -5.89 -3.61
H10 -4.05 -0.82 -2.70
H11 -3.70 -2.17 -1.60
H12 -2.87 -2.06 -3.16
H13 -2.53 0.00 -0.87
H14 -1.73 0.07 -2.42
H15 -1.53 -1.33 1.44
H16 -0.28 -2.56 1.49
H17 -3.11 -3.08 0.37
H18 -2.54 -3.57 1.97
H19 -1.82 -4.27 0.51
H20 -1.87 -3.92 -1.99
H21 1.98 -3.90 0.00
H22 3.26 -2.67 -0.08
H23 3.18 -5.32 -1.64
H24 4.31 -4.87 -0.36
H25 4.38 -4.05 -1.92
H26 2.73 -0.65 -3.27
H27 1.26 -1.23 -4.05
H28 3.95 -2.74 -4.13
H29 3.34 -1.71 -5.41
H30 2.47 -3.19 -5.01
H31 2.48 -4.76 -3.59
H32 2.80 -6.78 -4.97
H33 0.87 -8.25 -5.48
H34 -1.37 -7.67 -4.60
H35 -1.69 -5.65 -3.23
O3 1.83 -1.18 1.69
H36 2.13 -1.96 1.20
H37 2.62 -0.79 2.09
Cl1 1.65 1.68 -2.16
C27 0.30 2.45 -3.01
Cl2 -0.27 1.49 -4.38
H38 0.66 3.39 -3.39
H39 -0.51 2.57 -2.29
C28 -2.81 2.84 4.92
C29 -2.03 1.54 4.69
C30 -0.72 1.59 5.46
C31 -2.83 0.33 5.16
O4 -1.73 1.35 3.29
Si1 -2.03 2.02 1.84
S3 -0.57 1.41 0.43
O5 -3.45 1.60 1.14
C32 -4.64 0.84 1.34
C33 -5.41 0.93 0.02
C34 -4.29 -0.61 1.64
C35 -5.49 1.42 2.46
O6 -2.03 3.68 1.96
C36 -2.63 4.70 1.12
C37 -2.42 4.43 -0.37
C38 -4.12 4.78 1.44
C39 -1.97 6.02 1.49
H40 -3.01 2.97 5.99
H41 -3.76 2.84 4.38
H42 -2.22 3.69 4.55
H43 -0.92 1.48 6.53
H44 -0.21 2.54 5.31
H45 -0.06 0.78 5.13
H46 -2.99 0.38 6.24
H47 -2.26 -0.58 4.93
H48 -3.79 0.26 4.66
H49 -4.78 0.57 -0.79
H50 -5.69 1.96 -0.18
H51 -6.31 0.32 0.07
H52 -3.84 -1.07 0.76
H53 -5.18 -1.18 1.92
H54 -3.56 -0.66 2.46
H55 -5.71 2.48 2.28
H56 -4.98 1.33 3.42
H57 -6.44 0.88 2.53
H58 -2.92 3.50 -0.67
H59 -1.36 4.33 -0.57
H60 -2.83 5.26 -0.95
H61 -4.59 3.81 1.26
H62 -4.61 5.53 0.80
H63 -4.27 5.06 2.49
H64 -0.95 6.06 1.11
H65 -1.96 6.15 2.57
H66 -2.53 6.85 1.04

Properties
largest force on an atom = 1.3 eV Å⁻¹
2S+1 = 4
frontier orbital gap (alpha / beta) = 8.131 / 7.771 eV
E_tot = -272871.62812 eV
energy above the lowest of the compared OMol25 structures with the same formula, charge and spin = 0.208 eV
HOMO (alpha / beta) = -7.81 / -7.79 eV


[2]
4 unconnected molecules or ions with the total composition C39H67N3O5P. Source: the Open Molecules 2025 dataset; level of theory: ωB97M-V with the def2-TZVPD basis set.

Element x y z (Å)
C1 1.59 0.67 3.26
C2 0.54 0.08 4.21
O1 0.51 -1.34 4.16
C3 -0.59 -1.88 3.55
O2 -1.31 -2.60 4.14
C4 -0.69 -1.58 2.09
C5 -1.95 -2.12 1.42
C6 -1.67 -2.76 0.06
C7 -0.90 -1.93 -0.93
C8 -0.67 -0.57 -0.83
C9 0.10 0.13 -1.76
C10 0.26 1.61 -1.54
C11 -1.11 2.29 -1.26
C12 -1.44 3.42 -2.25
C13 -2.40 4.45 -1.66
N1 -3.40 3.83 -0.79
C14 -4.50 3.12 -1.16
C15 -5.17 2.74 -0.02
C16 -4.45 3.25 1.07
C17 -3.37 3.93 0.57
C18 0.70 -0.57 -2.81
C19 1.65 0.09 -3.78
C20 2.87 0.73 -3.13
C21 3.04 2.11 -3.29
C22 4.13 2.78 -2.74
C23 5.08 2.09 -2.00
C24 4.92 0.72 -1.85
C25 3.85 0.03 -2.42
C26 3.80 -1.47 -2.24
N2 0.38 -1.89 -2.95
P1 0.88 -2.85 -4.38
N3 0.50 -2.16 -5.70
C27 -0.38 -2.55 -2.05
H1 1.15 1.03 2.34
H2 2.36 -0.06 3.05
H3 2.07 1.53 3.72
H4 0.75 0.41 5.22
H5 -0.43 0.50 3.94
H6 -0.68 -0.49 1.99
H7 0.22 -1.91 1.59
H8 -2.34 -2.91 2.05
H9 -2.74 -1.39 1.36
H10 -2.62 -3.04 -0.39
H11 -1.12 -3.69 0.21
H12 -1.09 -0.01 -0.01
H13 0.92 1.81 -0.70
H14 0.65 2.05 -2.44
H15 -1.15 2.68 -0.25
H16 -1.92 1.57 -1.33
H17 -0.53 3.88 -2.64
H18 -1.94 2.95 -3.09
H19 -2.93 4.96 -2.45
H20 -1.86 5.17 -1.06
H21 -4.76 2.93 -2.19
H22 -6.09 2.19 -0.01
H23 -4.70 3.17 2.11
H24 -2.62 4.46 1.12
H25 1.10 0.90 -4.26
H26 1.96 -0.60 -4.56
H27 2.33 2.70 -3.85
H28 4.26 3.85 -2.89
H29 5.92 2.58 -1.55
H30 5.65 0.16 -1.28
H31 4.69 -1.79 -1.72
H32 2.91 -1.80 -1.71
H33 3.87 -1.91 -3.23
H34 2.23 -3.07 -4.14
H35 0.25 -4.09 -4.15
H36 -0.16 -2.68 -6.26
H37 -0.56 -3.60 -2.21
C28 5.77 -4.19 0.15
C29 5.16 -2.93 0.76
O3 3.89 -2.59 0.23
C30 2.87 -3.55 0.39
C31 2.54 -3.91 1.83
H38 5.84 -4.08 -0.93
H39 6.76 -4.35 0.55
H40 5.17 -5.07 0.36
H41 5.80 -2.08 0.55
H42 5.10 -3.02 1.85
H43 3.10 -4.46 -0.18
H44 1.98 -3.11 -0.08
H45 3.37 -4.39 2.34
H46 1.69 -4.59 1.86
H47 2.28 -3.01 2.39
C32 -4.58 9.99 -2.34
C33 -4.34 8.58 -2.87
O4 -3.80 7.69 -1.92
C34 -4.58 7.46 -0.76
C35 -5.95 6.87 -1.05
H48 -3.66 10.40 -1.93
H49 -4.93 10.63 -3.14
H50 -5.33 10.00 -1.55
H51 -3.61 8.62 -3.68
H52 -5.26 8.17 -3.30
H53 -4.67 8.38 -0.17
H54 -4.01 6.76 -0.15
H55 -6.57 7.54 -1.63
H56 -6.47 6.66 -0.11
H57 -5.85 5.94 -1.61
C36 0.22 -5.03 5.72
C37 -0.39 -5.71 4.50
O5 0.56 -6.15 3.54
C38 1.51 -7.09 4.00
C39 0.90 -8.39 4.49
H58 0.85 -4.19 5.41
H59 -0.56 -4.65 6.37
H60 0.84 -5.72 6.30
H61 -1.02 -4.99 3.98
H62 -1.04 -6.54 4.81
H63 2.15 -6.65 4.77
H64 2.15 -7.30 3.14
H65 0.28 -8.24 5.38
H66 1.69 -9.10 4.76
H67 0.28 -8.84 3.72

Properties
largest force on an atom = 1.6 eV Å⁻¹
frontier orbital gap = 6.529 eV
net charge = +1
E_tot = -65518.51533 eV
HOMO = -10.24 eV


[3]
A molecular structure, C39H69Cl5F4N5NaO19S5. Source: the Open Molecules 2025 dataset; level of theory: ωB97M-V with the def2-TZVPD basis set.

Element x y z (Å)
C1 1.08 -1.34 2.46
C2 -0.41 -0.90 2.54
C3 -0.58 0.65 2.53
C4 -0.05 1.29 1.23
O1 -0.19 0.31 0.14
C5 -0.66 0.75 -1.02
C6 0.27 0.93 -2.05
C7 1.75 0.74 -1.88
C8 2.40 1.66 -0.82
C9 3.15 0.80 0.23
O2 3.40 2.47 -1.47
C10 -0.17 1.32 -3.29
C11 0.70 1.53 -4.52
O3 1.03 2.61 -4.93
O4 1.14 0.40 -5.18
N1 1.04 -0.79 -4.41
C12 2.21 -1.63 -4.81
C13 3.46 -1.38 -3.96
C14 -1.52 1.55 -3.48
C15 -2.40 1.37 -2.48
C16 -3.87 1.62 -2.83
C17 -4.30 0.52 -3.86
C18 -4.18 -0.91 -3.24
S1 -5.83 -1.69 -3.20
C19 -5.60 -3.22 -2.33
S2 -5.82 -4.68 -3.01
N2 -5.23 -3.16 -0.98
C20 -5.53 -2.14 -0.10
C21 -5.01 -2.53 1.08
N3 -4.36 -3.75 0.96
C22 -4.54 -4.09 -0.26
N4 -1.98 0.99 -1.26
C23 -3.04 0.85 -0.20
C24 -3.23 2.25 0.48
C25 -4.55 2.99 0.14
S3 -4.36 4.67 0.88
H1 1.29 -1.60 1.41
H2 1.29 -2.22 3.05
H3 1.74 -0.49 2.68
H4 -1.05 -1.37 1.78
H5 -0.80 -1.26 3.50
H6 -1.65 0.83 2.70
H7 -0.05 1.01 3.42
H8 1.01 1.46 1.40
H9 -0.49 2.27 1.00
H10 2.28 0.97 -2.81
H11 1.94 -0.31 -1.64
H12 1.68 2.36 -0.36
H13 2.66 -0.17 0.40
H14 4.19 0.70 -0.08
H15 3.15 1.30 1.20
H16 3.61 3.15 -0.81
H17 0.22 -1.33 -4.67
H18 2.42 -1.33 -5.85
H19 1.92 -2.68 -4.78
H20 4.30 -1.89 -4.43
H21 3.31 -1.71 -2.93
H22 3.72 -0.31 -3.93
H23 -1.86 1.88 -4.47
H24 -4.55 1.50 -1.98
H25 -3.93 2.59 -3.32
H26 -5.39 0.67 -3.98
H27 -3.76 0.60 -4.80
H28 -3.79 -0.85 -2.21
H29 -3.52 -1.49 -3.89
H30 -6.06 -1.22 -0.28
H31 -5.06 -2.00 2.02
H32 -4.13 -5.02 -0.65
H33 -2.66 0.16 0.57
H34 -3.95 0.42 -0.60
H35 -3.16 2.17 1.57
H36 -2.43 2.91 0.12
H37 -4.70 3.15 -0.93
H38 -5.42 2.57 0.65
H39 -3.29 5.12 0.16
C26 -7.48 -0.89 4.81
C27 -6.91 -0.64 6.18
O5 -5.53 -0.83 5.99
C28 -5.27 -0.50 4.69
O6 -4.20 -0.28 4.24
O7 -6.43 -0.44 3.95
F1 -7.35 -1.54 7.06
H40 -7.67 -1.95 4.63
H41 -8.40 -0.34 4.63
H42 -7.09 0.37 6.57
Cl1 -6.41 3.60 2.66
C29 0.85 6.16 0.07
C30 -0.41 5.67 -0.59
O8 -1.48 6.20 -0.40
C31 -0.28 4.47 -1.50
H43 0.62 7.02 0.69
H44 1.28 5.38 0.70
H45 1.58 6.46 -0.69
H46 0.10 3.61 -0.94
H47 0.40 4.69 -2.33
H48 -1.26 4.22 -1.91
C32 -1.26 -6.92 -2.08
C33 -0.15 -6.91 -1.03
C34 -0.63 -7.45 0.30
O9 0.33 -5.57 -0.86
H49 -2.09 -6.29 -1.76
H50 -0.89 -6.52 -3.02
H51 -1.62 -7.94 -2.25
H52 0.70 -7.50 -1.39
H53 -1.45 -6.84 0.70
H54 0.17 -7.43 1.04
H55 -0.98 -8.48 0.20
H56 -0.41 -5.04 -0.54
O10 6.82 0.34 3.85
Cl2 6.24 0.37 2.53
O11 4.84 0.70 2.62
O12 6.39 -0.93 1.91
O13 6.92 1.37 1.73
C35 8.67 2.28 6.09
Cl3 7.77 2.87 7.49
Cl4 9.49 3.61 5.27
Cl5 9.83 1.04 6.58
H57 7.97 1.83 5.40
O14 11.20 1.82 -1.14
S4 9.79 1.70 -1.33
O15 9.07 0.56 -0.85
O16 9.47 1.88 -2.89
C36 10.14 1.02 -3.82
C37 9.58 -0.39 -3.80
C38 8.99 3.15 -0.75
H58 11.21 1.02 -3.63
H59 9.99 1.46 -4.81
H60 9.77 -0.88 -2.85
H61 10.04 -0.99 -4.59
H62 8.50 -0.38 -3.95
H63 9.51 4.02 -1.14
H64 9.03 3.13 0.34
H65 7.95 3.13 -1.08
N5 -4.53 1.73 -7.13
H66 -4.69 2.18 -8.03
H67 -5.04 0.85 -7.09
H68 -3.53 1.55 -7.01
H69 -4.85 2.35 -6.38
Na1 -7.06 1.87 5.37
C39 -3.70 -2.65 8.58
F2 -4.20 -3.46 7.63
F3 -3.90 -1.38 8.15
F4 -4.49 -2.81 9.66
S5 -1.92 -2.98 8.94
O17 -1.29 -2.75 7.66
O18 -1.93 -4.36 9.38
O19 -1.61 -2.01 9.97

Properties
largest force on an atom = 2.1 eV Å⁻¹
frontier orbital gap = 2.741 eV
E_tot = -219972.97760 eV
HOMO = -6.95 eV